20
Properties=species:S:1:pos:R:3:mulliken_charge:R:1 method="wB97M-V/def2-TZVPD" total_charge=0 gap_ev=8.96 molar_mass_g_mol=116.2 e_homo_ev=-8.124 relative_energy_ev=3.604 multiplicity=1
C -0.79556 -1.68861 0.85689 -0.59
O -1.92967 -2.43229 0.39273 -0.52
C -0.56785 -0.49106 -0.02486 0.78
C 0.66440 0.21183 0.62747 -1.26
C 1.45052 1.08685 -0.37192 0.51
C 2.61696 0.76480 -0.90998 -0.90
N 0.91645 2.26226 -0.69697 -0.49
N -1.73503 0.39337 0.15236 -0.77
H -0.99129 -1.43560 1.93633 0.30
H -0.00987 -2.46357 0.70216 0.32
H -2.65928 -1.85602 0.23999 0.27
H -0.42127 -0.48880 -1.14024 0.23
H 0.48425 1.09366 1.33604 0.39
H 1.26605 -0.44353 1.22686 0.50
H 3.35801 1.13199 -1.64428 0.32
H 3.01349 -0.29261 -0.55671 0.14
H 1.01182 2.59506 -1.63464 0.19
H 0.13961 2.47456 -0.27685 0.20
H -1.61114 1.29702 -0.38264 0.20
H -2.62380 -0.04612 -0.20126 0.17

***

92
Properties=species:S:1:pos:R:3:mulliken_charge:R:1 method="wB97M-V/def2-TZVPD" total_charge=-2 gap_ev=4.92 molar_mass_g_mol=1063.6 e_homo_ev=-0.668 multiplicity=1
Pd 0.21873 -0.50644 1.33775 2.23
C 2.47718 -2.53153 0.11136 -1.28
C 1.65877 -3.30099 -0.94404 -0.07
C 0.36890 -3.88296 -0.32916 -1.90
Sb -1.08465 -2.39474 0.33473 0.26
C -2.09228 -2.24530 -1.58528 0.56
C -3.10545 -1.28743 -1.68388 -0.64
C -3.78020 -1.06721 -2.88127 -0.64
C -3.43263 -1.79276 -4.01503 -0.37
C -2.41591 -2.73752 -3.94171 -0.64
C -1.75994 -2.96303 -2.73520 -0.09
C -2.38021 -3.96344 1.08490 0.32
C -2.06691 -4.54713 2.31628 -0.23
C -2.84739 -5.57489 2.83241 -0.67
C -3.96027 -6.03176 2.13666 -0.32
C -4.29285 -5.44816 0.92165 -0.66
C -3.51057 -4.41923 0.40151 -0.34
Sb 2.50418 -0.36403 -0.00020 0.55
C 4.54079 -0.25420 -0.89388 -0.09
C 5.26106 -1.33853 -1.40415 -0.04
C 6.53168 -1.17444 -1.95219 -0.71
C 7.11435 0.08668 -2.00326 -0.34
C 6.41771 1.18035 -1.50293 -0.59
C 5.15131 1.00394 -0.95288 -0.43
C 1.63250 -0.12426 -2.01332 -0.38
C 0.31165 0.31465 -2.13535 0.11
C -0.28741 0.51360 -3.37665 -0.67
C 0.42684 0.27506 -4.54259 -0.69
C 1.74556 -0.15650 -4.45001 -0.63
C 2.33646 -0.34281 -3.20390 -0.14
H 3.50958 -2.87768 0.20244 0.59
H 2.01834 -2.67788 1.09001 0.36
H 2.26517 -4.11108 -1.36522 0.47
H 1.38637 -2.66844 -1.79236 0.02
H 0.59501 -4.43645 0.58585 0.66
H -0.14347 -4.56785 -1.01015 0.78
H -3.36222 -0.69002 -0.81413 0.29
H -4.56341 -0.31892 -2.93162 0.36
H -3.94280 -1.61340 -4.95439 0.32
H -2.12779 -3.29391 -4.82702 0.34
H -0.96457 -3.69978 -2.70136 0.13
H -1.22607 -4.16764 2.89053 0.10
H -2.58921 -6.00901 3.79126 0.39
H -4.56870 -6.83153 2.54417 0.33
H -5.16483 -5.79021 0.37510 0.35
H -3.78471 -3.98087 -0.55256 0.34
H 4.82269 -2.33170 -1.39176 0.27
H 7.06476 -2.03326 -2.34517 0.36
H 8.10486 0.21547 -2.42356 0.33
H 6.85932 2.17014 -1.53918 0.37
H 4.62327 1.87148 -0.56421 0.30
H -0.26431 0.48905 -1.23071 0.47
H -1.32071 0.84006 -3.42503 0.42
H -0.03826 0.42199 -5.51121 0.33
H 2.31860 -0.35328 -5.34975 0.40
H 3.36903 -0.67177 -3.17215 0.31
C -3.28799 2.73458 0.11198 -1.38
C -1.86621 3.30689 0.09568 0.78
C -1.90833 4.83086 -0.04846 -1.42
Sb -0.67310 2.21655 1.62621 -0.15
C 1.15875 3.37374 1.35602 0.38
C 1.22564 4.80170 1.90323 -1.31
C 1.53498 3.37378 -0.12522 -1.53
C -1.48022 3.00994 3.49920 0.33
C -0.49704 2.99696 4.67040 -1.28
C -2.18260 4.36249 3.40794 -1.32
H -3.83610 2.99912 -0.80371 0.41
H -3.87238 3.11495 0.95683 0.22
H -3.28816 1.64443 0.19336 0.20
H -1.37396 2.90246 -0.79872 0.04
H -2.38242 5.31705 0.80641 0.19
H -2.48860 5.11630 -0.93968 0.45
H -0.91631 5.26815 -0.16157 0.26
H 1.87136 2.74591 1.89764 0.41
H 0.48411 5.45554 1.43573 0.12
H 2.21237 5.24554 1.69990 0.46
H 1.07165 4.84517 2.97735 0.22
H 0.88406 4.02703 -0.71112 0.18
H 1.48436 2.38219 -0.58030 0.19
H 2.56290 3.73934 -0.26239 0.42
H -2.21471 2.22665 3.70266 0.43
H 0.21966 3.81567 4.60338 0.16
H 0.05756 2.06078 4.76526 0.17
H -1.05892 3.14237 5.60285 0.40
H -1.47885 5.16180 3.15776 0.17
H -2.62316 4.61584 4.38377 0.48
H -2.98909 4.38724 2.67180 0.20
O -1.19786 -0.21999 3.66597 -0.68
S 0.18133 -0.49451 4.13271 0.89
O 1.12065 0.47639 3.47673 -0.66
O 0.29966 -0.39538 5.58905 -0.73
S 0.69000 -2.39601 3.53317 -0.55

***

159
Properties=species:S:1:pos:R:3:mulliken_charge:R:1 method="wB97M-V/def2-TZVPD" total_charge=+1 gap_ev=6.43 molar_mass_g_mol=1322.5 e_homo_ev=-10.321 multiplicity=1
C 0.35160 -1.35240 5.13962 -0.81
C 0.67839 -0.01620 4.40420 0.63
O 1.32470 0.80399 4.98725 -0.52
O 0.29708 0.27801 3.09554 -0.28
C -0.81355 -0.50775 2.63990 -0.40
C -1.01137 -0.16078 1.09066 -0.89
C -1.39231 -1.43414 0.24294 -0.07
Cl -2.99249 -1.92387 0.98841 -0.10
N -0.39589 -2.57025 0.28806 0.11
C -0.15391 -3.02785 -1.14312 -1.19
C -0.31931 -1.66380 -1.90064 0.22
C -0.03910 -1.57546 -3.44946 -0.64
C 0.34084 -2.93272 -4.13979 -0.95
C 1.74263 -3.53134 -3.71798 -0.12
C 2.76307 -3.70691 -4.89186 -1.12
C 3.21101 -2.34817 -5.58120 -0.17
C 4.79086 -2.32730 -5.65176 -0.76
C 5.30216 -1.07889 -6.50421 -0.26
C 6.64829 -1.36699 -7.28660 -0.66
Si 8.17809 -0.44176 -6.62628 0.42
C 9.57449 -0.74756 -7.92001 -1.15
C 8.81598 -1.18817 -4.97070 -1.01
C 7.87039 1.45031 -6.47377 0.64
C 6.92681 2.03037 -5.51502 -0.10
C 6.64953 3.46379 -5.41223 -0.65
C 7.34360 4.38412 -6.28805 -0.45
C 8.31255 3.83109 -7.21744 -0.48
C 8.58235 2.41387 -7.33357 -0.36
C -1.72041 -1.22233 -1.31154 -0.17
B -2.39350 0.17453 -1.76292 0.58
N -1.61946 1.39365 -2.04881 -0.48
O -3.81375 0.16179 -1.92306 -0.64
H 0.83689 -2.23658 4.63926 0.20
H -0.75410 -1.55714 5.19437 0.30
H 0.74344 -1.30775 6.18800 0.30
H -1.73997 -0.21875 3.19553 0.40
H -0.60871 -1.61203 2.68031 0.29
H -0.09580 0.32756 0.66680 0.28
H -1.83437 0.59959 1.06547 0.41
H -0.55191 -3.32672 0.96644 0.63
H 0.47964 -2.06791 0.51659 0.61
H -0.89368 -3.84329 -1.36184 0.09
H 0.87065 -3.46976 -1.14047 0.64
H 0.43278 -0.92930 -1.47922 0.05
H -0.99802 -1.22471 -3.93149 0.33
H 0.70275 -0.76358 -3.67744 0.23
H 0.40074 -2.71719 -5.24586 0.47
H -0.51332 -3.65958 -4.04097 0.46
H 1.53784 -4.56497 -3.30752 -0.06
H 2.14156 -2.94264 -2.84684 0.32
H 2.40272 -4.47918 -5.61826 0.37
H 3.69891 -4.13891 -4.43092 0.45
H 2.78501 -1.46878 -5.03942 0.07
H 2.83681 -2.36175 -6.63482 0.32
H 5.14233 -3.27829 -6.11894 0.31
H 5.14581 -2.22653 -4.58564 0.24
H 4.48405 -0.85209 -7.24360 0.34
H 5.34274 -0.20780 -5.80631 -0.09
H 6.49468 -1.10426 -8.36695 0.37
H 6.86225 -2.46770 -7.19766 0.32
H 10.55914 -0.83778 -7.40091 0.30
H 9.34324 -1.66569 -8.53048 0.31
H 9.64175 0.09865 -8.64949 0.30
H 9.63472 -1.92214 -5.20892 0.32
H 7.94018 -1.70526 -4.48894 0.23
H 9.22036 -0.37321 -4.31811 0.33
H 6.35939 1.38614 -4.79776 0.28
H 5.89372 3.80775 -4.67215 0.32
H 7.16739 5.47787 -6.27593 0.35
H 8.86732 4.54307 -7.86543 0.32
H 9.34634 2.10921 -8.08265 0.13
H -2.52449 -1.99335 -1.45877 0.22
H -2.11018 1.84888 -2.82771 0.21
H -1.57789 2.00816 -1.23304 0.27
H -4.20642 0.22675 -1.03320 0.29
C -7.41917 3.91591 -1.88259 -0.88
C -8.29103 3.35121 -2.72585 0.40
C -7.83608 2.66060 -3.97187 0.98
O -8.66000 2.14508 -4.70222 -0.60
C -6.40194 2.64124 -4.26175 -1.00
C -5.53475 3.20840 -3.42016 0.34
C -5.98657 3.87458 -2.16211 1.04
O -5.15476 4.36142 -1.41552 -0.64
O -4.20900 3.20754 -3.66322 -0.60
O -9.61310 3.37755 -2.49255 -0.59
H -7.73441 4.41644 -0.97737 0.45
H -6.08625 2.15448 -5.17428 0.44
H -3.80804 3.67824 -2.90722 0.35
H -10.02262 2.90087 -3.24324 0.28
C 3.88147 5.12276 8.78506 -0.86
C 2.80940 4.40140 9.12232 0.01
C 2.41683 3.17889 8.35792 1.10
O 1.44188 2.54126 8.71329 -0.66
C 3.22827 2.80246 7.20202 -0.98
C 4.29947 3.52528 6.86132 0.35
C 4.70737 4.73228 7.64244 0.93
O 5.70005 5.35062 7.30789 -0.60
O 5.06129 3.20100 5.80013 -0.57
O 2.03141 4.74102 10.16822 -0.43
H 4.17613 6.00795 9.33206 0.46
H 2.92350 1.92594 6.64631 0.44
H 5.76767 3.87488 5.77059 0.35
H 1.32812 4.06248 10.20281 0.38
C -0.16663 9.02097 11.94146 -1.00
C -1.01563 9.30359 12.93413 0.37
C -1.37541 8.28604 13.96774 0.97
O -2.13819 8.59254 14.86473 -0.60
C -0.79114 6.95087 13.85034 -0.86
C 0.05574 6.66446 12.85645 0.44
C 0.43728 7.69314 11.83597 0.89
O 1.22484 7.40096 10.95631 -0.52
O 0.60118 5.43663 12.73377 -0.57
O -1.58533 10.51642 13.05067 -0.56
H 0.10282 9.74951 11.18922 0.42
H -1.07350 6.21928 14.59482 0.43
H 1.17788 5.47149 11.94608 0.32
H -2.15139 10.46426 13.84483 0.35
C 1.03296 -8.32445 -1.14392 -0.65
C 0.58048 -7.15764 -0.68945 0.28
C -0.79278 -7.02697 -0.11149 1.01
O -1.16724 -5.94008 0.31363 -0.57
C -1.64182 -8.21103 -0.08153 -1.01
C -1.18939 -9.38496 -0.54139 0.30
C 0.19146 -9.52261 -1.09366 0.90
O 0.57713 -10.60408 -1.48545 -0.59
O -1.95225 -10.48546 -0.52663 -0.56
O 1.35290 -6.04050 -0.73329 -0.60
H 2.02452 -8.43350 -1.56216 0.50
H -2.63801 -8.09680 0.32303 0.48
H -1.39896 -11.19502 -0.90828 0.36
H 0.81035 -5.32985 -0.34633 0.04
C -12.84436 6.29058 -5.21951 -0.81
C -12.15036 5.15133 -5.14926 0.38
C -12.80853 3.85558 -4.79880 1.01
O -12.13754 2.83849 -4.76438 -0.62
C -14.23886 3.86806 -4.50586 -1.03
C -14.93427 5.00849 -4.57269 0.37
C -14.28173 6.30025 -4.94915 0.95
O -14.95531 7.31028 -5.01546 -0.60
O -16.24999 5.04692 -4.30537 -0.56
O -10.82540 5.11506 -5.39237 -0.58
H -12.38048 7.23364 -5.47399 0.43
H -14.69891 2.92728 -4.23686 0.42
H -16.51451 5.97971 -4.42493 0.35
H -10.56417 4.18044 -5.28097 0.28
C 3.11833 -8.65466 4.77203 -0.89
C 2.35946 -9.17425 3.80081 0.19
C 1.73708 -8.31096 2.75159 1.04
O 1.06694 -8.82299 1.87166 -0.48
C 1.95752 -6.86815 2.82919 -0.70
C 2.71226 -6.34877 3.80088 0.28
C 3.35789 -7.21401 4.83528 0.84
O 4.05111 -6.69826 5.69000 -0.60
O 2.92749 -5.02308 3.89466 -0.58
O 2.12288 -10.49528 3.72331 -0.58
H 3.57618 -9.26791 5.53589 0.44
H 1.48723 -6.25339 2.07412 0.41
H 3.50352 -4.90712 4.67655 0.35
H 1.55382 -10.61617 2.93986 0.35

***

42
Properties=species:S:1:pos:R:3:mulliken_charge:R:1 method="wB97M-V/def2-TZVPD" total_charge=0 gap_ev="5.80 / 7.21" molar_mass_g_mol=611.6 e_homo_ev="-6.427 / -8.840" multiplicity=3
Pt 0.97794 -0.19383 0.84726 1.15
S 0.50141 -2.95238 -2.69238 -0.34
C -1.04372 -2.98984 -1.89686 0.93
C -2.19109 -3.68759 -2.25490 -0.62
C -3.29250 -3.59092 -1.42692 -0.43
C -3.24561 -2.82682 -0.25529 -0.66
C -2.10770 -2.13125 0.09557 -0.36
C -1.00225 -2.19938 -0.74628 -0.53
N 0.21896 -1.57498 -0.55637 -0.35
C 1.09520 -1.89623 -1.47194 1.09
C 2.43981 -1.36589 -1.35428 0.49
C 3.47547 -1.63815 -2.24271 -0.71
C 4.71802 -1.07241 -2.02475 -0.75
C 4.91041 -0.23829 -0.92860 -0.71
C 3.87246 0.03556 -0.04563 -0.23
C 2.61983 -0.53225 -0.23914 0.03
H -2.21833 -4.29207 -3.15151 0.40
H -4.19908 -4.12247 -1.68210 0.38
H -4.11460 -2.78642 0.38761 0.41
H -2.04226 -1.56484 1.01448 0.51
H 3.30956 -2.28537 -3.09657 0.39
H 5.53427 -1.27394 -2.70503 0.39
H 5.88143 0.21024 -0.76074 0.39
H 4.05140 0.70089 0.78889 0.31
O 0.03075 1.24827 -0.52583 -0.56
N -0.03896 2.39990 0.03993 -0.16
C -0.77121 3.29429 -0.54804 0.69
C -1.48402 3.04567 -1.77198 0.18
N -2.06005 2.84020 -2.74457 -0.45
C -0.89901 4.56191 0.10940 -0.05
N -1.02602 5.57251 0.64191 -0.49
S 1.88900 1.07110 2.55253 -0.59
C 0.21613 1.42008 2.82255 0.62
N -0.19035 2.52863 3.47399 -0.03
C -1.54220 2.92421 3.41050 -0.55
C -2.40294 2.10973 2.72686 -0.52
C -1.94894 0.93971 2.13796 -0.26
N -0.59894 0.58564 2.22218 -0.46
H 0.51708 3.17861 3.77316 0.25
H -1.79590 3.86545 3.86625 0.40
H -3.44264 2.38894 2.63687 0.39
H -2.60080 0.29380 1.57453 0.41